Density functional theory data (wB97M-V/def2-TZVPD) for C48H64Cl3KN2O10 as an isolated structure at a distorted geometry.

The geometry in XYZ format:
```
128
Properties=species:S:1:pos:R:3:mulliken_charge:R:1
K -2.538 -0.202 -0.025 0.509
Cl -9.718 1.151 1.295 -0.168
Cl -9.308 -1.716 1.421 -0.098
Cl -9.431 -0.383 -1.148 -0.088
O -2.667 2.152 0.025 0.526
O -6.980 -2.309 -0.420 -0.488
O -2.338 -2.574 -0.039 0.059
O -6.608 -1.502 -2.399 -0.610
O -4.740 1.297 -2.310 -0.693
O -4.535 1.116 3.451 -0.791
O -2.350 -0.167 -2.262 -1.295
O -6.778 -3.639 -2.117 -0.686
O -2.431 -0.246 2.241 -0.810
O -4.689 -2.124 2.160 -0.693
N -6.478 0.587 0.845 -0.448
N -6.819 -2.489 -1.662 0.860
C -0.985 -2.829 -0.108 0.480
C -0.874 -2.521 -2.721 -1.600
C 3.144 4.561 1.518 -2.201
C 2.140 0.697 6.432 -1.853
C 0.506 1.382 -3.851 -0.544
C 1.226 0.276 -4.320 -0.495
C -0.505 -1.376 3.052 0.383
C 0.567 3.388 -1.071 -0.180
C 3.068 -1.354 5.398 -2.043
C -3.251 -3.460 -0.713 -1.180
C -8.906 -0.257 0.509 0.841
C 0.524 1.074 3.858 -0.842
C 2.626 5.581 -0.682 -1.837
C -0.657 1.052 3.130 0.829
C -0.961 -2.718 2.482 -1.258
C -0.650 1.277 -3.091 0.283
C -1.379 2.632 0.088 0.146
C 2.025 1.216 -6.506 -1.866
C 2.442 0.479 -5.225 2.142
C 1.218 3.669 0.128 -0.480
C 1.044 -3.238 -1.297 -0.275
C 0.548 3.357 1.302 0.111
C 2.629 4.268 0.112 2.519
C 4.021 -2.757 -0.860 -1.442
C -7.444 0.023 0.587 -0.078
C -0.409 -1.144 -3.172 -0.199
C 3.372 -5.168 -0.969 -1.859
C -0.717 2.865 -1.129 0.282
C 1.211 -0.084 4.235 -0.603
C 0.748 -0.977 -3.934 0.135
C 3.505 1.319 -4.501 -1.597
C 3.804 -4.088 1.223 -2.319
C 3.535 0.854 4.372 -1.585
C -1.198 -0.016 -2.822 1.234
C 3.079 -0.847 -5.629 -2.101
C -1.251 -0.198 2.793 0.318
C 2.471 0.018 5.096 2.278
C -0.313 -2.972 1.110 0.248
C 3.219 -3.869 -0.169 2.413
C -1.307 2.526 -2.509 -1.358
C 3.589 3.277 -0.562 -1.367
C -1.301 2.359 2.673 -1.409
C -3.743 2.978 0.511 -1.079
C 1.740 -3.472 -0.113 -0.194
C -0.299 -2.890 -1.337 0.053
C 0.677 -1.292 3.792 -0.437
C -0.736 2.806 1.315 0.369
C 1.042 -3.309 1.074 -0.032
H 3.222 3.651 2.120 0.293
H 3.286 -4.888 1.761 0.395
H -5.196 -1.936 1.360 0.219
H -3.891 0.808 -2.357 0.279
H 3.367 -1.875 4.483 0.178
H -2.730 -4.367 -1.023 0.385
H 3.624 6.035 -0.669 0.476
H -2.044 -2.757 2.395 0.220
H 4.383 1.476 -5.141 0.503
H 1.076 3.561 -2.017 0.086
H -3.938 -1.502 2.182 0.302
H 1.567 -3.288 -2.249 0.102
H 3.171 1.863 4.158 0.283
H -4.482 3.034 -0.286 0.219
H 5.081 -3.032 -0.927 0.474
H 3.654 -2.565 -1.872 0.129
H 1.549 -3.428 2.026 0.248
H 4.444 0.944 4.982 0.485
H -5.399 0.590 -2.273 0.319
H 2.495 5.262 2.051 0.419
H 0.863 2.388 -4.078 0.414
H 3.802 0.392 3.417 0.288
H 3.641 2.343 0.005 0.320
H 3.748 -3.183 1.835 0.371
H 4.142 5.005 1.454 0.454
H 1.260 0.647 -7.042 0.368
H -2.383 2.257 2.638 0.074
H -1.104 3.368 -3.174 0.804
H -4.191 2.517 1.389 0.224
H -2.385 2.402 -2.434 0.065
H -5.272 0.784 2.926 0.262
H -0.638 -3.510 3.160 0.790
H 1.916 6.293 -0.252 0.375
H -1.960 -2.539 -2.718 0.075
H 4.424 -5.479 -0.995 0.464
H 1.371 0.134 6.968 0.376
H 2.343 5.421 -1.726 0.281
H 2.360 -1.994 5.932 0.409
H -1.062 3.132 3.405 0.815
H 1.030 3.500 2.263 0.303
H -3.361 3.970 0.757 0.276
H 0.926 2.049 4.135 0.306
H 3.942 -1.820 -0.302 0.338
H 1.605 2.199 -6.278 0.294
H 3.032 0.762 7.068 0.474
H 3.958 -1.235 6.025 0.450
H 3.438 -1.404 -4.758 0.219
H 3.261 3.025 -1.575 0.101
H 2.785 -5.973 -0.516 0.368
H -0.519 -3.267 -3.434 0.797
H 3.935 -0.658 -6.285 0.441
H 3.828 0.819 -3.583 0.283
H 1.193 -2.224 4.010 0.426
H -3.765 0.625 3.085 0.224
H 4.858 -4.369 1.133 0.456
H 1.757 1.710 6.278 0.295
H 2.374 -1.487 -6.167 0.398
H 3.113 2.301 -4.220 0.276
H 2.887 1.357 -7.171 0.473
H 3.028 -5.048 -1.999 0.314
H 4.599 3.701 -0.625 0.474
H 1.289 -1.875 -4.222 0.401
H -4.044 -3.705 -0.011 0.301
H -3.686 -2.963 -1.578 0.236
```

Its total charge is -2. For the lowest unoccupied orbital energy, the calculation gives 3.663 eV. As for the frontier orbital gap: 5.98 eV. Its HOMO energy is -2.32 eV. Its spin multiplicity is 1.



Density functional theory data (wB97M-V/def2-TZVPD) for a 2-piece molecular cluster, C3H3N3O overall at a distorted geometry.

The geometry in XYZ format:
```
10
Properties=species:S:1:pos:R:3:mulliken_charge:R:1
O -2.400 -1.171 0.745 -0.497
N -0.585 2.514 -0.802 -0.121
N 0.308 2.102 -1.296 0.104
N 2.104 0.086 0.223 -0.462
C -1.392 -0.541 0.524 0.034
C 1.046 -0.516 0.202 0.399
C -0.089 -1.187 0.319 -0.373
H -1.415 0.563 0.453 0.275
H 2.491 0.422 -0.656 0.311
H -0.069 -2.270 0.288 0.331
```

The SMILES is N=C=CC=O.N#N. For the lowest unoccupied orbital energy, the calculation gives 0.629 eV. As for the frontier orbital gap: 10.38 eV. Its HOMO energy is -9.75 eV. Its spin multiplicity is 1.



Density functional theory data (wB97M-V/def2-TZVPD) for one molecule with the formula C6H15ClNPS at a distorted geometry.

The geometry in XYZ format:
```
25
Properties=species:S:1:pos:R:3:mulliken_charge:R:1
Cl -3.303 0.851 0.855 -0.233
S -2.841 -1.352 -1.592 -0.378
P -2.079 0.166 -0.596 0.477
N -0.592 0.100 0.191 0.234
C 0.863 0.917 -1.674 -1.238
C -0.015 -1.079 0.899 0.536
C 0.456 1.032 -0.227 -0.002
C -1.204 -1.579 1.714 -1.502
C 0.635 -2.203 0.094 -1.198
C 0.069 2.463 0.000 -1.421
H 0.733 -0.642 1.585 0.230
H -0.615 2.938 -0.730 0.344
H -0.892 -2.187 2.610 0.395
H 0.258 1.580 -2.368 0.321
H 1.558 -1.923 -0.471 0.338
H 1.299 0.827 0.400 0.354
H -0.276 2.819 1.038 0.311
H -1.734 -0.644 2.158 0.327
H -0.010 -2.867 -0.578 0.216
H -1.817 1.294 -1.348 0.058
H -1.854 -2.267 1.202 0.369
H 1.079 -0.057 -2.152 0.278
H 1.158 -3.058 0.720 0.361
H 1.699 1.640 -1.850 0.427
H 0.903 3.246 -0.051 0.400
```

The SMILES is CC(C)N(C(C)C)[P@@H](=S)Cl. For the lowest unoccupied orbital energy, the calculation gives 0.728 eV. As for the frontier orbital gap: 9.49 eV. Its HOMO energy is -8.76 eV. Its spin multiplicity is 1.



Density functional theory data (wB97M-V/def2-TZVPD) for C20H40NP3S2Tl as an isolated structure at a distorted geometry.

The geometry in XYZ format:
```
67
Properties=species:S:1:pos:R:3:mulliken_charge:R:1
Tl 0.210 -0.340 0.116 0.866
S 1.837 -2.151 -1.178 -0.039
S -0.598 -2.913 4.254 -0.015
P -2.595 -0.654 0.350 0.516
P 2.538 1.292 0.825 0.829
P -0.769 2.142 2.479 0.724
N 0.431 -1.322 2.541 0.195
C 3.771 0.499 -0.269 -1.089
C 1.437 -3.406 -6.116 -0.494
C 0.127 -2.646 -3.190 -0.339
C 0.687 -1.844 4.779 -0.467
C 1.124 -0.383 -3.099 0.215
C -1.332 3.758 1.850 -1.341
C 1.098 -2.249 -6.702 -0.445
C -3.629 -1.131 1.774 -1.240
C -0.666 -2.239 -4.269 -0.660
C 2.630 3.057 0.331 -1.205
C -3.593 0.607 -0.523 -1.239
C 1.101 -1.069 3.725 -0.573
C 0.361 2.730 3.785 -1.232
C -0.538 -0.915 -4.770 -0.557
C 3.562 1.342 2.331 -1.364
C -0.468 -2.291 2.655 -0.274
C -2.735 -2.125 -0.730 -1.128
C 0.291 0.024 -4.134 -0.851
C 1.014 -1.695 -2.591 0.357
C -2.180 1.839 3.600 -1.284
H -3.177 -0.758 2.700 0.231
H 1.261 3.153 3.336 0.305
H -0.153 3.498 4.371 0.557
H -4.554 0.173 -0.847 0.470
H -2.071 -2.902 -0.323 0.372
H 0.032 -2.023 -6.864 0.294
H 1.898 -0.330 3.776 0.328
H 3.368 0.448 -1.285 0.289
H 2.079 3.211 -0.607 0.331
H -3.018 0.950 -1.400 0.330
H -0.166 1.319 -0.464 -0.062
H -3.769 1.454 0.163 0.373
H -4.646 -0.729 1.675 0.423
H 1.832 -1.524 -7.076 0.296
H -1.582 4.406 2.693 0.467
H 4.717 1.056 -0.258 0.485
H -1.976 0.963 4.223 0.354
H 0.646 -4.093 -5.774 0.287
H 2.481 -3.709 -5.978 0.292
H 0.625 1.891 4.436 0.369
H 2.171 3.659 1.132 0.342
H 3.923 -0.525 0.099 0.347
H -0.999 -0.697 -5.743 0.641
H -1.034 -2.724 1.818 0.388
H -2.310 2.720 4.237 0.525
H -2.409 -1.860 -1.746 0.236
H -0.547 4.221 1.249 0.368
H -3.677 -2.225 1.831 0.498
H -2.221 3.596 1.235 0.366
H 3.735 0.323 2.701 0.418
H -3.775 -2.482 -0.742 0.482
H -1.316 -2.964 -4.817 0.411
H 1.761 0.290 -2.530 0.135
H 0.130 -3.668 -2.758 0.455
H 1.099 -1.826 5.777 0.463
H 4.533 1.799 2.089 0.486
H 0.322 1.054 -4.475 0.567
H 3.684 3.345 0.198 0.463
H -3.081 1.675 3.005 0.396
H 3.071 1.920 3.121 0.359
```

Its total charge is +3. For the lowest unoccupied orbital energy (spin up / spin down), the calculation gives -11.947 / -12.662 eV. As for the frontier orbital gap (spin up / spin down): 4.46 / 4.19 eV. Its HOMO energy (spin up / spin down) is -16.41 / -16.85 eV. Its spin multiplicity is 1.



Density functional theory data (wB97M-V/def2-TZVPD) for C39H51BrN2S4ScSi4Te as an isolated structure.

The geometry in XYZ format:
```
103
Properties=species:S:1:pos:R:3:mulliken_charge:R:1
Te 3.324 -0.965 2.088 -0.591
Br -4.908 1.657 1.166 -0.059
Sc -0.958 0.726 -0.372 -0.195
S -1.927 0.345 2.139 -0.386
S -3.031 -0.667 -0.808 -0.345
S 0.739 -0.423 -2.156 -0.096
S -1.357 1.983 -2.604 -0.648
Si 6.472 -1.679 4.195 0.420
Si 4.234 -1.024 4.360 0.094
Si 4.076 1.123 5.258 0.076
Si 3.083 -2.544 5.711 0.484
N -0.027 -1.317 0.488 1.480
N -2.679 2.936 0.100 0.477
C -2.007 4.020 -0.324 -0.233
C -3.307 -1.568 0.682 0.737
C 0.007 -1.530 1.811 -0.019
C 5.172 2.305 4.285 -0.982
C 0.388 -3.642 0.142 -1.087
C 1.357 -1.932 6.180 -0.709
C -0.335 -0.366 2.683 1.266
C -2.893 -1.141 1.953 0.429
C -3.910 3.138 0.528 0.019
C -3.911 -3.054 3.012 -0.758
C 7.454 -1.602 5.813 -1.051
C 0.065 -2.810 2.342 -0.907
C 4.574 1.208 7.083 -1.033
C -4.027 -2.770 0.624 -0.749
C -2.540 5.293 -0.336 -1.292
C 0.350 2.201 0.739 1.192
C -3.208 -1.866 3.099 -0.757
C 0.984 3.885 2.407 -0.960
C 6.563 -3.449 3.556 -1.039
C -4.315 -3.503 1.759 -0.584
C -0.207 -0.792 -6.056 -0.674
C 7.359 -0.572 2.960 -1.038
C 0.157 -2.106 -1.804 -1.107
C 3.960 -2.884 7.353 -1.073
C -4.542 4.375 0.565 -0.656
C -3.836 5.474 0.118 -0.201
C 0.207 -2.354 -0.327 0.646
C 2.271 3.961 1.886 -0.359
C 0.264 -3.882 1.499 -0.985
C -0.916 0.889 -3.898 0.983
C -0.002 -0.158 -3.745 0.100
C 1.658 2.311 0.248 -0.425
C -1.129 0.236 -6.229 -0.575
C 2.880 -4.186 4.809 -0.975
C 0.362 -0.976 -4.809 -0.499
C 2.309 1.749 5.106 -0.212
C 2.607 3.166 0.803 -0.761
C 0.057 3.021 1.843 0.405
C -1.471 1.060 -5.175 -0.808
H 4.988 -3.214 7.189 0.223
H 0.332 -4.888 1.892 0.464
H -0.374 -0.654 3.731 0.470
H 4.948 3.344 4.543 0.377
H 0.919 -2.582 6.943 0.414
H -1.940 6.118 -0.693 0.433
H -2.188 1.859 -5.314 0.449
H 0.686 -1.921 5.320 -0.169
H 4.993 2.167 3.216 0.258
H -4.866 -4.432 1.669 0.364
H 2.231 2.787 5.443 0.427
H -4.141 -3.618 3.906 0.406
H 8.338 -0.986 2.701 0.369
H 7.412 -0.600 6.245 0.249
H 0.708 4.489 3.265 0.424
H -0.935 2.992 2.289 0.299
H -0.878 -2.169 -2.151 0.331
H 4.553 2.239 7.450 0.357
H 3.007 4.619 2.332 0.346
H -4.354 -3.119 -0.347 0.454
H -0.994 3.847 -0.656 0.642
H 1.608 1.149 5.689 0.328
H 8.505 -1.846 5.634 0.372
H -5.552 4.452 0.937 0.408
H 2.164 -4.837 5.319 0.388
H 3.888 0.620 7.698 0.249
H 7.068 -2.299 6.560 0.270
H -2.886 -1.490 4.064 0.440
H 2.536 -4.005 3.787 0.108
H 3.999 -1.982 7.969 0.255
H 6.109 -4.148 4.262 0.228
H 0.069 -1.434 -6.882 0.377
H 0.388 0.443 2.565 -1.136
H 1.981 1.699 -0.591 0.128
H 0.004 -2.945 3.412 0.379
H 0.771 -2.833 -2.332 0.640
H 7.511 0.431 3.365 0.263
H 3.442 -3.661 7.923 0.368
H 3.612 3.193 0.399 0.412
H 6.762 -0.482 2.050 0.250
H 5.581 0.814 7.240 0.235
H -1.585 0.396 -7.199 0.342
H 2.003 1.711 4.057 -0.597
H 6.022 -3.526 2.611 0.271
H 7.600 -3.758 3.392 0.377
H 3.833 -4.714 4.743 0.320
H 0.582 -4.444 -0.558 0.466
H 6.231 2.126 4.481 0.249
H -4.293 6.456 0.130 0.380
H 1.097 -1.756 -4.654 0.392
H 1.394 -0.918 6.583 0.274
```

Its total charge is -1. For the lowest unoccupied orbital energy, the calculation gives 2.201 eV. As for the frontier orbital gap: 5.84 eV. Its HOMO energy is -3.64 eV. Its spin multiplicity is 1.



Density functional theory data (wB97M-V/def2-TZVPD) for one molecule with the formula C6H9NOS at a distorted geometry.

The geometry in XYZ format:
```
18
Properties=species:S:1:pos:R:3:mulliken_charge:R:1
S 1.496 0.399 0.002 0.018
O -3.344 -0.531 0.113 -0.488
N 1.433 -1.211 -0.029 -0.255
C -1.329 0.893 0.085 -0.534
C 0.279 2.762 -0.034 -1.207
C -2.077 -0.173 0.049 0.187
C 2.655 -1.968 0.158 -0.786
C 0.016 1.207 -0.120 0.670
C -2.387 -1.562 -0.240 -0.041
H -0.645 3.217 -0.279 0.410
H -2.360 -1.869 -1.213 0.257
H -2.346 -2.216 0.616 0.186
H 0.723 2.983 1.070 0.235
H 2.686 -2.387 -0.897 0.247
H 1.086 2.979 -0.768 0.370
H -2.022 1.801 0.324 0.112
H 3.642 -1.594 0.339 0.328
H 2.494 -2.729 0.825 0.291
```

For the lowest unoccupied orbital energy (spin up / spin down), the calculation gives 0.074 / 0.033 eV. As for the frontier orbital gap (spin up / spin down): 7.08 / 7.50 eV. Its HOMO energy (spin up / spin down) is -7.01 / -7.47 eV. Its spin multiplicity is 1.